1.
{
  "formula": "C20H51KN3O8",
  "method": "ωB97M-V with the def2-TZVPD basis set",
  "energy_ha": -2158.30061,
  "total_charge": 1,
  "species": ["K", "C", "C", "O", "O", "H", "H", "H", "H", "H", "H", "C", "O", "C", "C", "N", "C", "C", "O", "C", "H", "H", "H", "H", "H", "H", "H", "H", "H", "H", "H", "H", "H", "H", "H", "C", "O", "C", "C", "N", "C", "C", "O", "C", "H", "H", "H", "H", "H", "H", "H", "H", "H", "H", "H", "H", "H", "H", "H", "C", "O", "C", "C", "N", "C", "C", "O", "C", "H", "H", "H", "H", "H", "H", "H", "H", "H", "H", "H", "H", "H", "H", "H"],
  "positions_angstrom": [[-0.08263, 0.19356, -0.38176], [3.41101, 2.32813, -1.15431], [2.21195, 2.43940, -0.27687], [2.02171, 1.32046, 0.56434], [3.53732, 3.29876, -2.12793], [3.34872, 1.45191, -1.77326], [4.35034, 2.20541, -0.59273], [1.27097, 2.54017, -0.81693], [2.39531, 3.33540, 0.39119], [2.88247, 0.92776, 0.77314], [3.10345, 3.04328, -2.88095], [4.33085, -4.28176, 4.25385], [3.80708, -3.10498, 4.81829], [2.76938, -2.62008, 4.12794], [2.09252, -1.65032, 5.05440], [0.80069, -1.18806, 4.70557], [0.78992, -0.14972, 3.64392], [-0.64776, 0.39771, 3.53585], [-0.58750, 0.96866, 2.25236], [-1.77159, 1.80400, 2.10317], [4.93537, -4.70913, 4.95738], [5.00263, -3.91821, 3.50592], [3.62477, -5.00010, 3.89297], [2.15729, -3.40040, 3.90520], [3.19845, -2.05184, 3.27955], [2.75776, -0.86978, 5.26823], [1.92701, -2.14459, 6.02501], [0.24939, -2.01487, 4.40163], [1.24294, -0.54777, 2.72463], [1.41572, 0.73077, 3.94901], [-0.60740, 1.11559, 4.41363], [-1.48681, -0.29343, 3.61801], [-2.00366, 1.99022, 1.09364], [-1.54973, 2.69578, 2.54312], [-2.69228, 1.40581, 2.54261], [-4.88624, 1.62181, 0.17742], [-3.90028, 2.37242, -0.51937], [-2.95916, 1.64646, -1.24256], [-1.82208, 2.48496, -1.77308], [-0.94614, 1.67710, -2.58242], [0.03155, 2.45872, -3.34039], [1.17066, 1.60363, -3.93604], [2.19648, 2.48433, -4.45740], [1.83221, 3.46947, -5.41695], [-4.27132, 0.95317, 0.79918], [-5.69209, 1.08075, -0.43256], [-5.49772, 2.27823, 0.83606], [-3.47334, 1.28746, -2.12668], [-2.56542, 0.84340, -0.61024], [-1.30755, 3.07253, -1.00361], [-2.33612, 3.20246, -2.41403], [-1.29613, 1.07987, -3.39114], [0.37872, 3.34387, -2.74714], [-0.46856, 3.01637, -4.13248], [0.83948, 0.86523, -4.73026], [1.55279, 0.97322, -3.08930], [1.66897, 4.35386, -4.74328], [0.91518, 3.13989, -5.90966], [2.55888, 3.64271, -6.19605], [2.28458, -1.96393, -1.59676], [1.74367, -1.55428, -0.37751], [1.36473, -2.73445, 0.40664], [-0.13873, -2.46596, 0.76218], [-1.01527, -2.32487, -0.40321], [-2.39895, -2.03784, -0.07182], [-3.20515, -1.93223, -1.45622], [-4.32389, -1.12556, -1.13532], [-5.10195, -0.93390, -2.30293], [1.44090, -2.45001, -2.05260], [3.06710, -2.64645, -1.30344], [2.64414, -1.03784, -2.03481], [1.91790, -2.74027, 1.40011], [1.44644, -3.77354, -0.10789], [-0.26900, -1.63533, 1.45992], [-0.49096, -3.37627, 1.30179], [-1.03813, -3.18307, -0.89068], [-2.69791, -1.26056, 0.65051], [-2.87923, -2.90970, 0.42938], [-3.51580, -2.88249, -1.84626], [-2.59517, -1.46452, -2.20032], [-5.88407, -0.16736, -2.24395], [-5.65980, -1.81553, -2.44775], [-4.62385, -0.78365, -3.29690]],
  "forces_ev_per_angstrom": [[-0.14, 0.46, 0.14], [0.63, -1.43, -1.32], [0.23, 1.66, 1.83], [0.62, -0.67, 0.13], [1.91, 2.97, 3.18], [-0.20, -1.50, 0.32], [-0.30, 0.42, 0.16], [0.13, 0.38, -0.29], [-0.64, -0.55, -0.84], [-0.27, 0.08, 0.03], [-1.70, -1.04, -3.21], [0.16, 1.90, -0.84], [1.63, -1.66, 2.10], [0.88, 3.54, -0.07], [-0.79, -1.47, 1.54], [-1.13, 0.73, -1.40], [-0.06, -1.04, 1.45], [2.84, 0.20, 0.58], [-2.66, 1.01, -0.41], [0.26, -2.09, -0.17], [1.41, -1.32, 2.03], [0.43, -0.37, -1.30], [-0.76, -0.24, -0.29], [-2.33, -2.11, -1.42], [-0.69, -0.35, -0.61], [0.86, 1.45, 0.20], [0.52, -0.25, -0.23], [0.24, 0.97, 0.21], [-0.47, 0.29, -0.31], [-0.33, -0.96, -0.13], [-1.02, -0.31, -1.19], [0.14, -0.26, 0.15], [0.06, 0.11, -1.44], [0.37, 2.64, 1.35], [0.34, -0.39, 0.21], [-0.53, -0.44, 0.31], [-0.52, 1.47, 0.09], [-0.34, -0.45, 0.17], [-1.71, 0.79, -0.94], [1.81, -1.59, -1.67], [0.02, 1.39, 0.02], [-0.18, 0.51, -0.08], [0.65, -2.04, 0.65], [-1.49, 0.43, 1.60], [-0.93, -0.45, 0.02], [1.63, 0.52, 0.38], [0.88, -0.02, -0.47], [0.09, -0.93, -0.23], [-0.25, -0.44, -0.21], [0.33, -0.41, -0.08], [0.08, 0.64, 0.03], [-0.84, 0.90, 2.12], [0.43, -1.12, 0.02], [-0.26, -0.18, -0.47], [0.06, 0.93, 0.67], [0.35, 0.69, -0.85], [-0.09, -0.12, -1.49], [-0.13, 0.37, -0.07], [0.63, -0.16, 0.26], [0.02, 0.31, 0.85], [-0.06, -1.37, 2.30], [-1.50, 0.79, 0.83], [0.05, -2.37, 0.41], [0.57, 1.85, 0.89], [-2.20, -2.05, -1.31], [0.28, 1.13, 2.91], [0.18, 0.58, -1.19], [-0.92, 0.22, -0.78], [0.18, -0.35, -1.45], [0.65, -0.33, -0.98], [0.15, -0.32, -0.74], [-0.33, -0.13, -1.39], [0.20, 2.01, 0.46], [0.16, 0.13, -0.21], [0.30, 0.48, 0.27], [0.22, -1.01, -0.71], [0.97, 0.54, -0.72], [0.36, 0.13, -0.04], [-0.16, -0.81, -0.01], [0.60, 0.55, -0.59], [0.58, 0.20, 0.67], [-0.84, -1.43, -0.30], [0.70, 0.20, 0.90]],
  "lowdin_charge": [0.834, -0.262, -0.233, -0.157, 0.001, 0.105, 0.144, 0.088, 0.154, 0.107, -0.005, -0.069, -0.154, -0.299, -0.224, -0.062, -0.191, -0.220, -0.259, -0.043, 0.065, 0.090, 0.091, 0.089, 0.135, 0.113, 0.137, 0.126, 0.094, 0.144, 0.153, 0.126, 0.042, 0.075, 0.107, -0.076, -0.170, -0.268, -0.216, -0.133, -0.236, -0.160, -0.237, -0.066, 0.072, 0.100, 0.103, 0.127, 0.072, 0.136, 0.134, 0.162, 0.138, 0.112, 0.146, 0.107, 0.115, 0.089, 0.091, -0.083, -0.342, -0.140, -0.227, -0.132, -0.176, -0.181, -0.206, -0.121, 0.090, 0.098, 0.089, 0.119, 0.161, 0.082, 0.135, 0.113, 0.121, 0.129, 0.121, 0.101, 0.089, 0.072, 0.105]
}



2.
{
  "formula": "C20H51N11O5PTi",
  "method": "ωB97M-V with the def2-TZVPD basis set",
  "multiplicity": 3,
  "energy_ha": -2962.03998,
  "s2": 2.0035,
  "total_charge": 1,
  "species": ["Ti", "N", "C", "C", "N", "C", "C", "N", "C", "C", "N", "H", "H", "H", "H", "H", "H", "H", "H", "H", "H", "H", "H", "H", "H", "H", "H", "H", "H", "N", "C", "C", "N", "H", "H", "H", "H", "H", "H", "H", "H", "H", "N", "C", "N", "C", "N", "C", "N", "C", "N", "O", "H", "H", "H", "H", "H", "H", "C", "C", "C", "C", "O", "P", "O", "O", "O", "C", "C", "C", "C", "H", "H", "H", "H", "H", "H", "H", "H", "H", "H", "H", "H", "H", "H", "H", "H", "H", "H"],
  "positions_angstrom": [[0.80087, -0.12769, -0.33891], [-1.45970, 3.22643, 0.29067], [-2.04766, 3.49965, -1.01681], [-2.40477, 2.22515, -1.77627], [-1.32428, 1.27250, -2.05886], [-1.86453, 0.07345, -2.73969], [-3.16704, -0.51583, -2.20954], [-3.12937, -0.75876, -0.77152], [-0.28846, 1.83626, -2.92790], [0.86719, 2.56167, -2.22243], [1.06369, 2.02629, -0.86530], [-1.98396, 2.50631, 0.78349], [-1.48355, 4.05724, 0.87012], [-1.35312, 4.12008, -1.59167], [-2.97838, 4.07482, -0.94097], [-2.89243, 2.52668, -2.71902], [-3.14444, 1.69666, -1.17603], [-1.08553, -0.69766, -2.70596], [-2.04101, 0.29887, -3.80411], [-3.34845, -1.42470, -2.79945], [-3.99909, 0.15693, -2.43386], [-2.27540, -1.25230, -0.52606], [-3.90388, -1.35303, -0.50124], [-0.73495, 2.51020, -3.67686], [0.13892, 1.00700, -3.49166], [0.71722, 3.64510, -2.18960], [1.77193, 2.39639, -2.81110], [0.36966, 2.45999, -0.22427], [1.98255, 2.29498, -0.51554], [-1.53309, -2.36169, 4.59097], [-1.28284, -1.34619, 3.48566], [-2.48017, -0.45642, 3.17241], [-2.03911, 0.47715, 2.15676], [-0.69972, -2.93119, 4.75171], [-2.30308, -2.98823, 4.35288], [-1.77001, -1.89483, 5.46756], [-0.98857, -1.91807, 2.60740], [-0.42760, -0.75485, 3.82026], [-2.82457, 0.07292, 4.06607], [-3.32304, -1.04390, 2.79909], [-1.84471, -0.09041, 1.33458], [-1.12399, 0.82754, 2.43146], [2.86238, -3.42804, -2.38763], [1.85166, -3.41082, -1.82393], [0.67745, -3.48199, -1.21490], [0.23497, -2.46676, -0.56394], [-0.46503, -1.77144, 0.11261], [4.41530, -0.74431, -1.41857], [3.88262, -0.67457, -2.76808], [2.56483, -0.72717, -3.02572], [2.17503, -0.94390, -4.31027], [1.70808, -0.50337, -2.14698], [5.27906, -0.08692, -1.33876], [4.69565, -1.77079, -1.17776], [3.66520, -0.41435, -0.70352], [4.48390, -1.04163, -3.48825], [2.77841, -1.49826, -4.89627], [1.19827, -1.17733, -4.39550], [4.63410, 2.89808, 1.21319], [3.80547, 2.27696, 2.32738], [2.68503, 3.20878, 2.76315], [4.68824, 1.85915, 3.49231], [3.23089, 1.07864, 1.71243], [2.08024, 0.16577, 2.34998], [1.98587, 0.20925, 3.82620], [0.80027, 0.51907, 1.59045], [2.50282, -1.25747, 1.72529], [2.88772, -2.43519, 2.51012], [4.05703, -2.08343, 3.41697], [1.68726, -2.93714, 3.29420], [3.30769, -3.45626, 1.46467], [5.22568, 3.72785, 1.59978], [3.99627, 3.28515, 0.41648], [5.31349, 2.15729, 0.79328], [3.10907, 4.15489, 3.10391], [2.11058, 2.77452, 3.57923], [2.01478, 3.41887, 1.92754], [5.14829, 2.74325, 3.93662], [5.48436, 1.19972, 3.14575], [4.10375, 1.34908, 4.25336], [3.76732, -1.37101, 4.18559], [4.86994, -1.66344, 2.82500], [4.42718, -2.99196, 3.89536], [1.40454, -2.19732, 4.04460], [1.95359, -3.86956, 3.79602], [0.86178, -3.13237, 2.60693], [4.18400, -3.10653, 0.92165], [2.50488, -3.64019, 0.75310], [3.56072, -4.40295, 1.94345]],
  "forces_ev_per_angstrom": [[-0.32, 0.63, -0.17], [0.18, -0.20, 0.15], [0.04, -0.02, -0.25], [-0.12, 0.03, 0.08], [0.00, -0.07, 0.10], [-0.08, 0.05, -0.09], [0.02, 0.09, 0.01], [0.01, -0.08, 0.02], [-0.01, 0.11, -0.27], [-0.08, -0.03, 0.12], [0.11, 0.28, 0.45], [-0.04, 0.02, -0.02], [0.04, -0.03, -0.02], [-0.04, -0.04, 0.01], [0.00, -0.04, -0.07], [0.02, 0.02, 0.03], [-0.02, -0.04, 0.02], [-0.01, 0.03, -0.01], [0.00, -0.01, 0.01], [0.06, 0.04, 0.00], [0.04, 0.00, 0.02], [-0.13, -0.03, -0.08], [-0.05, 0.06, -0.01], [0.01, -0.03, 0.04], [0.03, 0.01, 0.07], [-0.09, -0.10, 0.02], [0.00, -0.03, 0.07], [0.15, -0.11, -0.31], [-0.06, 0.02, -0.01], [-0.14, 0.02, 0.02], [0.06, -0.11, 0.15], [0.18, -0.14, 0.26], [-0.09, -0.08, -0.01], [0.06, 0.03, -0.04], [0.01, 0.01, -0.01], [0.01, 0.00, -0.01], [0.01, 0.06, -0.04], [-0.02, 0.00, -0.05], [0.05, 0.03, 0.01], [0.00, 0.01, -0.03], [-0.15, 0.35, -0.25], [-0.04, 0.19, -0.12], [0.04, -0.09, 0.00], [-0.09, -0.24, -0.02], [0.36, 0.33, -0.14], [-0.69, -0.63, 0.40], [0.39, -0.26, -0.12], [0.05, 0.01, 0.07], [-0.24, -0.01, -0.11], [0.44, -0.06, 0.04], [-0.13, -0.01, 0.09], [-0.10, 0.07, -0.06], [0.02, -0.02, 0.03], [-0.01, 0.03, 0.01], [0.03, 0.02, 0.00], [-0.01, 0.05, -0.03], [0.05, 0.02, 0.00], [0.01, 0.00, -0.04], [-0.01, 0.02, 0.06], [-0.06, -0.03, -0.06], [0.09, 0.11, 0.02], [0.04, 0.10, -0.02], [0.01, -0.17, 0.09], [0.24, 0.33, 0.32], [-0.11, -0.21, -0.16], [0.15, -0.07, -0.27], [-0.24, -0.04, 0.19], [0.34, 0.13, -0.30], [0.02, -0.15, 0.03], [-0.02, -0.12, 0.10], [-0.01, -0.03, 0.09], [-0.01, 0.01, 0.02], [-0.03, -0.03, -0.03], [0.02, -0.02, 0.00], [-0.01, -0.01, 0.01], [-0.02, -0.03, 0.02], [-0.01, -0.01, -0.01], [0.00, 0.00, 0.00], [0.00, -0.03, -0.01], [-0.04, -0.03, 0.03], [-0.01, 0.02, 0.00], [0.01, 0.03, -0.02], [0.00, 0.01, 0.02], [0.01, 0.07, 0.01], [0.00, 0.00, 0.00], [-0.02, -0.02, -0.03], [0.00, 0.03, -0.04], [-0.04, 0.00, -0.01], [0.01, 0.01, 0.03]],
  "mulliken_spin": [1.574, 0.002, 0.001, -0.003, 0.049, 0.014, 0.000, 0.004, -0.002, 0.022, 0.127, 0.003, 0.000, 0.000, -0.001, 0.005, -0.002, 0.024, 0.002, 0.000, 0.000, 0.002, 0.000, 0.006, 0.000, 0.000, 0.000, -0.004, -0.008, 0.000, 0.002, -0.002, 0.006, 0.000, 0.000, 0.000, 0.004, 0.000, 0.000, 0.000, 0.009, 0.004, 0.001, 0.008, 0.048, 0.157, 0.063, -0.036, 0.008, 0.031, 0.006, -0.198, 0.002, -0.001, 0.064, 0.000, 0.000, 0.000, -0.001, 0.004, 0.001, 0.000, 0.059, 0.067, -0.002, -0.156, 0.039, -0.002, 0.001, -0.001, 0.005, 0.000, -0.002, -0.001, 0.000, 0.000, 0.000, 0.000, 0.000, 0.000, 0.000, 0.000, 0.000, 0.000, 0.000, 0.002, 0.003, -0.008, -0.001]
}